# 1
The following is a quantum chemistry calculation of 5 unconnected molecules or ions with the total composition C4H16O4, from OMol25.

Structure (XYZ):
```
24
C4H16O4 ωB97M-V/def2-TZVPD
H -2.197 2.024 5.643
C 2.992 1.002 -1.742
C 1.929 1.000 -2.530
O -2.110 -0.112 1.105
H -0.021 1.641 -2.993
H -1.747 -3.107 2.225
H -1.675 0.702 6.209
C 0.621 1.684 -2.113
H -2.071 0.794 1.420
H -2.939 -3.984 2.329
H 2.884 1.618 -0.856
O -1.764 1.236 5.420
O -2.588 -3.160 2.688
H 1.814 0.508 -3.488
C 4.258 0.261 -2.072
H -2.278 -0.668 1.873
H -3.176 -1.554 -0.480
H 0.124 1.095 -1.346
O -3.622 -1.724 -1.315
H 0.768 2.711 -1.787
H -2.985 -2.142 -1.899
H 4.892 0.818 -2.756
H 4.840 0.119 -1.160
H 4.050 -0.763 -2.375
```

ΔE to the lowest compared entry with this formula, charge and spin ... 30.3 kcal/mol
Structure (SMILES) ... C/C=C/C.O.O.O.O
Total charge ... 0
E_LUMO ... 0.6 eV

Table of Mulliken atomic charges, one value per atom, all in e:
1. H 0.31
2. C -0.10
3. C -0.16
4. O -0.62
5. H 0.32
6. H 0.32
7. H 0.32
8. C -1.04
9. H 0.31
10. H 0.32
11. H 0.32
12. O -0.63
13. O -0.64
14. H 0.31
15. C -1.07
16. H 0.30
17. H 0.33
18. H 0.22
19. O -0.63
20. H 0.32
21. H 0.31
22. H 0.26
23. H 0.32
24. H 0.30

---

# 2
The following is a quantum chemistry calculation of 4 unconnected molecules or ions with the total composition C4H16O4, from OMol25.

Structure (XYZ):
```
24
C4H16O4 ωB97M-V/def2-TZVPD
O -1.698 -2.202 2.828
O 2.481 -4.353 1.273
H -0.362 3.515 -2.698
C -0.396 1.687 -1.501
H 1.240 1.706 -3.797
C 1.553 2.487 -3.095
C 0.342 2.828 -2.216
H -0.205 1.861 -0.433
O 0.496 -3.648 6.286
H -2.335 2.294 -0.673
H -0.008 0.718 -1.845
H 1.578 -4.571 1.554
H -2.200 2.099 -2.538
H 2.325 2.053 -2.473
H -1.478 -1.408 2.321
H 0.597 -2.904 6.899
C -1.944 1.710 -1.547
H 2.093 3.309 -3.559
H 0.865 3.458 -1.480
H 3.010 -4.758 1.965
H -1.834 -2.716 2.013
H -3.138 0.301 -2.015
O -2.412 0.368 -1.395
H 1.431 -3.833 6.127
```

ΔE to the lowest compared entry with this formula, charge and spin ... 36.5 kcal/mol
Structure (SMILES) ... CCCCO.O.O.O
Total charge ... 0
E_LUMO ... 0.6 eV

Table of Mulliken atomic charges, one value per atom, all in e:
1. O -0.62
2. O -0.64
3. H 0.40
4. C -0.41
5. H 0.33
6. C -1.27
7. C -0.38
8. H 0.15
9. O -0.63
10. H 0.21
11. H 0.36
12. H 0.32
13. H 0.38
14. H 0.32
15. H 0.31
16. H 0.32
17. C -0.48
18. H 0.35
19. H 0.23
20. H 0.31
21. H 0.31
22. H 0.29
23. O -0.49
24. H 0.31

---

# 3
The following is a quantum chemistry calculation of 6 unconnected molecules or ions with the total composition C4H16O6, from OMol25.

Structure (XYZ):
```
26
C4H16O6 ωB97M-V/def2-TZVPD
H -2.117 -2.827 0.697
H 0.310 -3.401 0.441
C 0.305 -2.385 0.063
O 1.379 -0.658 -3.410
C -0.747 -1.579 0.019
H 1.668 0.206 -3.090
H 1.519 1.341 1.313
O -3.303 -0.176 2.549
O -1.988 -1.892 0.500
C -0.667 -0.208 -0.479
O 0.157 2.694 1.462
H -0.692 2.343 1.761
H 1.214 -1.174 -2.616
H -0.085 3.307 0.749
H 3.894 1.066 -1.186
H -2.625 0.447 -0.303
H -3.873 0.379 1.989
H 0.352 0.124 -0.663
H 1.254 -2.129 -0.390
O 3.045 1.211 -1.624
H 2.465 0.965 -0.885
C -1.602 0.734 -0.524
H 1.979 -0.096 1.456
O 2.306 0.778 1.190
H -1.281 1.684 -0.924
H -2.866 -0.754 1.906
```

ΔE to the lowest compared entry with this formula, charge and spin ... 46.7 kcal/mol
Structure (SMILES) ... C=CC(=C)O.O.O.O.O.O
Total charge ... 0
E_LUMO ... 0.2 eV

Table of Mulliken atomic charges, one value per atom, all in e:
1. H 0.26
2. H 0.25
3. C -1.23
4. O -0.64
5. C 1.17
6. H 0.34
7. H 0.36
8. O -0.65
9. O -0.51
10. C 0.35
11. O -0.70
12. H 0.34
13. H 0.30
14. H 0.32
15. H 0.31
16. H 0.28
17. H 0.32
18. H -0.10
19. H 0.24
20. O -0.65
21. H 0.42
22. C -1.08
23. H 0.32
24. O -0.67
25. H 0.34
26. H 0.34

---

# 4
The following is a quantum chemistry calculation of a molecular structure, C4H17AgMnN6O8, from OMol25.

Structure (XYZ):
```
37
C4H17AgMnN6O8 ωB97M-V/def2-TZVPD
N -2.028 -0.571 20.948
H 1.038 -1.199 19.770
H 0.988 -1.673 17.223
H 2.501 -1.076 19.356
H -1.295 -1.244 20.768
H -2.248 -0.087 21.797
H 0.995 -1.491 12.529
Ag -0.877 -5.173 13.861
H 2.976 -1.613 15.166
O 2.812 -3.919 19.363
C -0.063 -2.739 16.095
H -3.898 0.889 20.690
O 0.920 -1.828 16.258
N -0.122 -5.516 19.455
C 2.807 -0.956 13.361
H 2.378 -3.168 18.935
H 4.486 -1.139 14.457
H 0.236 -6.417 19.717
C -0.809 -4.707 20.286
N -3.810 0.284 19.893
O -2.513 -1.331 18.857
H -0.032 -5.140 18.525
H -0.400 -5.966 21.911
H -4.472 0.385 19.141
H 3.743 -3.674 19.421
H -1.442 -4.532 22.058
Mn -2.651 -3.278 18.077
O -1.470 -3.727 19.858
N -0.739 -5.083 21.578
H 1.208 -1.691 14.277
O 1.629 -1.326 19.022
O 3.429 -0.584 12.309
N 3.481 -1.023 14.522
N 1.538 -1.376 13.370
O -0.889 -2.841 17.045
C -2.777 -0.572 19.826
O -0.190 -3.301 14.983
```

Spin multiplicity ... 7
ΔE to the lowest compared entry with this formula, charge and spin ... 20.5 kcal/mol
⟨S²⟩ ... 12.0063
Total charge ... +3
E_LUMO (spin up / spin down) ... -10.2 / -12.3 eV

Table of Mulliken atomic charges, one value per atom, all in e:
1. N -0.36
2. H 0.24
3. H 0.27
4. H 0.32
5. H 0.18
6. H 0.22
7. H 0.23
8. Ag 0.87
9. H 0.23
10. O -0.60
11. C 0.72
12. H 0.18
13. O -0.47
14. N -0.28
15. C 0.72
16. H 0.34
17. H 0.31
18. H 0.20
19. C 0.64
20. N -0.38
21. O -0.63
22. H 0.13
23. H 0.23
24. H 0.24
25. H 0.30
26. H 0.27
27. Mn 1.22
28. O -0.52
29. N -0.42
30. H 0.27
31. O -0.62
32. O -0.14
33. N -0.31
34. N -0.22
35. O -0.61
36. C 0.81
37. O -0.57

---

# 5
The following is a quantum chemistry calculation of a molecular structure, C4H17B2O2Rb, from OMol25.

Structure (XYZ):
```
26
C4H17B2O2Rb ωB97M-V/def2-TZVPD
C -4.143 10.252 -14.266
H -5.403 7.885 -15.063
H -2.370 9.417 -21.377
H -0.389 11.425 -19.241
H -1.652 7.605 -21.329
H -1.218 12.485 -20.623
B -2.422 8.342 -21.773
C -4.806 11.316 -19.418
H -3.509 7.945 -21.626
C -5.284 8.603 -15.885
H -5.092 7.962 -16.742
H -3.161 10.688 -14.076
H -5.452 11.420 -18.498
C -4.030 9.389 -15.529
H -4.558 12.367 -19.683
H -0.678 10.702 -20.885
O -3.010 9.253 -16.148
Rb -1.528 9.227 -18.752
O -5.354 10.635 -20.441
H -6.136 9.275 -15.939
B -0.418 11.685 -20.357
H -4.335 9.610 -13.405
H -3.857 10.893 -18.978
H -2.308 8.435 -22.933
H -4.891 11.034 -14.371
H 0.612 12.014 -20.802
```

ΔE to the lowest compared entry with this formula, charge and spin ... 0.0 kcal/mol
Total charge ... -2
E_LUMO ... 3.7 eV

Table of Mulliken atomic charges, one value per atom, all in e:
1. C -1.17
2. H 0.38
3. H -0.31
4. H -0.59
5. H -0.40
6. H -0.27
7. B 0.40
8. C -0.04
9. H -0.20
10. C -1.09
11. H 0.27
12. H 0.29
13. H 0.05
14. C 0.77
15. H 0.16
16. H -0.32
17. O -0.45
18. Rb 0.34
19. O -0.88
20. H 0.35
21. B 0.83
22. H 0.33
23. H -0.25
24. H -0.27
25. H 0.35
26. H -0.28

---

# 6
The following is a quantum chemistry calculation of a molecular structure, C4H17MnN6O8, from OMol25.

Structure (XYZ):
```
36
C4H17MnN6O8 ωB97M-V/def2-TZVPD
H -3.685 -1.023 1.620
H -1.332 -0.851 -2.766
C 0.344 2.751 -1.989
C 2.641 0.371 1.664
O -1.323 -0.829 -1.810
H -1.332 -4.250 0.747
C 0.347 -3.150 0.651
H -1.387 3.364 -2.862
N -0.335 -4.204 0.901
O 2.852 1.193 2.506
N 1.628 -3.222 0.870
H 2.295 0.080 -1.912
H 2.272 -2.475 0.655
Mn 0.017 -0.013 -0.535
C -2.529 0.676 1.549
H 1.881 -1.362 -2.115
H -3.782 1.844 2.401
H -2.191 -1.141 -1.554
H 1.884 -4.165 1.125
H 3.991 -0.285 2.415
H -2.365 2.669 1.854
H -4.187 0.300 2.554
N -2.848 1.797 2.021
O 3.561 -0.623 1.626
H 0.026 4.405 -2.969
H 0.108 -5.044 1.244
O -0.123 -2.071 0.410
H 2.210 2.436 -1.623
H 2.039 3.873 -2.608
N 1.626 3.143 -2.046
N -3.465 -0.104 1.975
O -0.091 1.867 -1.324
O 1.620 0.452 0.935
N -0.408 3.539 -2.684
O -1.519 0.574 0.868
O 1.560 -0.521 -1.792
```

Spin multiplicity ... 6
⟨S²⟩ ... 8.7519
Total charge ... +1
E_LUMO (spin up / spin down) ... -2.9 / -2.9 eV

Table of Mulliken atomic charges, one value per atom, all in e:
1. H 0.20
2. H 0.27
3. C 0.68
4. C 0.56
5. O -0.41
6. H 0.22
7. C 0.58
8. H 0.21
9. N -0.40
10. O -0.67
11. N -0.31
12. H 0.23
13. H 0.17
14. Mn 1.37
15. C 0.56
16. H 0.28
17. H 0.12
18. H 0.26
19. H 0.15
20. H 0.31
21. H 0.21
22. H 0.15
23. N -0.36
24. O -0.50
25. H 0.16
26. H 0.15
27. O -0.44
28. H 0.18
29. H 0.20
30. N -0.40
31. N -0.34
32. O -0.51
33. O -0.50
34. N -0.41
35. O -0.48
36. O -0.45

---

# 7
The following is a quantum chemistry calculation of 3 unconnected molecules or ions with the total composition C4H17N2O2, from OMol25.

Structure (XYZ):
```
25
C4H17N2O2 ωB97M-V/def2-TZVPD
H 0.671 -1.481 0.795
C 1.392 0.963 0.378
H 1.727 1.752 1.109
H -0.951 -1.325 1.141
H 0.782 -3.035 -1.497
C 1.365 1.561 -1.022
N -0.168 -0.939 0.602
H -1.682 -0.285 3.391
O -0.906 -0.287 -2.602
H 2.064 0.102 0.467
H -1.208 -0.976 -3.202
N -1.687 0.089 2.439
C -0.026 0.563 0.742
C -0.461 0.885 2.187
H 0.409 0.654 2.886
H 0.860 2.537 -0.963
H -1.116 0.548 -3.046
H 0.899 0.841 -1.688
H -2.563 0.605 2.334
H -0.780 1.949 2.364
O 0.682 -2.111 -1.729
H -0.309 -1.163 -0.424
H 0.565 -1.931 -2.667
H -0.806 1.007 0.081
H 2.367 1.766 -1.424
```

ΔE to the lowest compared entry with this formula, charge and spin ... 19.2 kcal/mol
Total charge ... +1
E_LUMO ... -2.8 eV

Table of Mulliken atomic charges, one value per atom, all in e:
1. H 0.35
2. C -0.48
3. H 0.31
4. H 0.42
5. H 0.29
6. C -1.06
7. N -0.24
8. H 0.22
9. O -0.60
10. H 0.38
11. H 0.28
12. N -0.57
13. C 0.06
14. C -0.77
15. H 0.41
16. H 0.38
17. H 0.29
18. H 0.13
19. H 0.23
20. H 0.31
21. O -0.62
22. H 0.34
23. H 0.28
24. H 0.26
25. H 0.38

---

# 8
The following is a quantum chemistry calculation of 3 unconnected molecules or ions with the total composition C4H17N2O2, from OMol25.

Structure (XYZ):
```
25
C4H17N2O2 ωB97M-V/def2-TZVPD
H 2.907 -0.230 0.439
H 1.658 1.298 1.767
C 1.031 -0.092 -0.457
N -0.396 -0.094 -0.017
H 2.070 -1.514 1.261
N 1.353 0.315 1.834
H 1.134 -0.849 -1.273
H -2.920 -0.100 0.337
H -1.572 -3.863 0.265
H -3.005 1.588 -0.316
H -3.522 0.199 -1.290
H -0.671 -1.108 0.124
H 2.799 2.498 -0.304
C -1.367 0.407 -1.259
C -2.798 0.504 -0.498
H 1.543 0.074 2.800
H -1.297 -0.359 -2.006
H -1.212 -3.639 -1.202
C 1.967 -0.482 0.793
O -1.053 -3.181 -0.276
H 1.848 3.499 0.435
O 2.019 2.485 0.206
H -0.990 1.403 -1.458
H -0.772 0.418 0.922
H 1.245 0.822 -0.825
```

Spin multiplicity ... 2
ΔE to the lowest compared entry with this formula, charge and spin ... 52.5 kcal/mol
⟨S²⟩ ... 0.7542
Total charge ... +2
E_LUMO (spin up / spin down) ... -6.7 / -12.7 eV

Table of Mulliken atomic charges, one value per atom, all in e:
1. H 0.31
2. H 0.27
3. C -0.71
4. N -0.42
5. H 0.41
6. N -0.09
7. H 0.42
8. H 0.43
9. H 0.35
10. H 0.35
11. H 0.35
12. H 0.30
13. H 0.32
14. C -0.38
15. C -1.12
16. H 0.37
17. H 0.39
18. H 0.35
19. C -0.43
20. O -0.68
21. H 0.33
22. O -0.66
23. H 0.38
24. H 0.52
25. H 0.62

---

Max |F| per entry: 2.23, 1.92, 1.18, 3.29, 2.43, 8.32, 2.23, 4.99 eV/A
E_tot per entry: -12596.522, -12596.252, -16691.492, -65039.599, -10521.216, -61062.776, -11493.057, -11478.373 eV